[1]
{"formula": "C40H26BF13OP2Ti", "method": "the ωB97M-V functional and the def2-TZVPD basis", "homo_energy_ha": -0.537, "orbital_gap_ev": 7.2, "e_tot_ev": -121638.4729, "mol_weight_g_mol": 890.248, "largest_force_ev_per_a": 4.20, "total_charge": 2, "multiplicity": 1, "species": ["Ti", "O", "C", "C", "C", "C", "C", "C", "C", "P", "C", "C", "C", "C", "C", "C", "C", "C", "C", "C", "C", "C", "H", "H", "H", "H", "H", "H", "H", "H", "H", "H", "H", "H", "H", "H", "F", "C", "F", "F", "C", "C", "C", "C", "C", "C", "P", "C", "C", "C", "C", "C", "C", "C", "F", "F", "F", "C", "C", "C", "C", "C", "C", "C", "F", "F", "F", "H", "H", "H", "H", "H", "H", "H", "H", "H", "H", "H", "H", "F", "B", "F", "F", "F"], "coordinates": [[-18.746542, 7.243170, -8.964818], [-19.011262, 8.307021, -7.089903], [-19.593346, 8.828277, -7.996376], [-20.499402, 9.871993, -8.283997], [-20.393252, 11.105616, -7.635985], [-21.163831, 12.094303, -8.199105], [-22.058571, 11.871471, -9.251757], [-22.141879, 10.617363, -9.830549], [-21.298746, 9.607105, -9.372460], [-20.944971, 7.974147, -10.064812], [-19.447948, 8.078538, -11.050385], [-18.641100, 9.227912, -11.186603], [-17.579530, 9.277970, -12.079718], [-17.170432, 8.094974, -12.738830], [-17.876194, 6.898768, -12.465978], [-19.006940, 6.872885, -11.715741], [-22.286632, 7.285392, -11.095825], [-22.341795, 7.518306, -12.489947], [-23.433530, 7.029275, -13.174020], [-24.451868, 6.366005, -12.524891], [-24.379739, 6.196263, -11.138645], [-23.271919, 6.645821, -10.425824], [-19.798772, 11.128695, -6.740052], [-21.124083, 13.048551, -7.700730], [-22.679981, 12.673060, -9.628311], [-22.769216, 10.409794, -10.695834], [-18.909488, 10.119930, -10.597767], [-17.007866, 10.231236, -12.153354], [-16.350642, 8.026806, -13.401681], [-17.438655, 5.967934, -12.858541], [-19.649539, 5.979271, -11.617124], [-21.500431, 8.092895, -12.962004], [-23.404602, 7.188486, -14.251250], [-25.269675, 5.826110, -12.996000], [-25.158865, 5.616194, -10.637242], [-23.219643, 6.439153, -9.371839], [-14.757945, 1.698261, -5.181268], [-15.217877, 1.099375, -6.309982], [-15.730585, -0.081898, -5.971086], [-14.243704, 0.922306, -7.186430], [-16.339486, 2.057350, -6.816812], [-15.981904, 3.333822, -7.202519], [-16.952846, 4.233373, -7.530067], [-18.281753, 3.857678, -7.545179], [-18.608070, 2.575479, -7.235600], [-17.656129, 1.661536, -6.720363], [-19.536308, 5.036880, -7.937173], [-20.854901, 4.229446, -8.809626], [-22.056008, 3.835945, -8.212770], [-22.942236, 3.005717, -8.932608], [-22.667787, 2.548942, -10.181959], [-21.476575, 2.968315, -10.816234], [-20.631446, 3.801211, -10.140925], [-23.574493, 1.736798, -11.106777], [-24.683930, 1.346357, -10.456613], [-23.922320, 2.432931, -12.200225], [-22.936704, 0.620229, -11.506477], [-20.258408, 5.463869, -6.326874], [-21.440509, 6.203986, -6.311866], [-22.006113, 6.675435, -5.145245], [-21.309986, 6.340837, -3.951907], [-20.192604, 5.622538, -3.888881], [-19.646828, 5.120459, -5.130367], [-21.830128, 6.894721, -2.668239], [-21.105945, 6.518893, -1.645625], [-23.098488, 6.451281, -2.434514], [-21.927465, 8.216832, -2.679270], [-14.915933, 3.609375, -7.265612], [-16.692998, 5.238858, -7.804000], [-19.627856, 2.280614, -7.285052], [-17.890292, 0.674789, -6.347338], [-22.306726, 4.109242, -7.163169], [-23.764002, 2.591228, -8.312911], [-21.213388, 2.596579, -11.805854], [-19.691277, 4.136922, -10.535352], [-21.846459, 6.494402, -7.284347], [-22.976136, 7.220077, -5.098779], [-19.671282, 5.384545, -2.997285], [-18.729855, 4.609626, -5.114200], [-15.398903, 6.875249, -3.617896], [-16.447800, 7.462381, -4.179910], [-16.954064, 6.902179, -5.256638], [-17.001296, 8.497973, -3.666392], [-17.032651, 7.330455, -9.353507]], "atomic_forces_ev_per_a": [[-0.32, 0.41, 0.98], [0.86, -0.92, 0.41], [0.06, -0.83, -1.46], [0.67, 0.75, 1.01], [-0.82, -1.28, -0.86], [-0.38, 1.00, 0.86], [0.35, -0.09, 0.25], [0.13, -0.83, -0.71], [-0.42, 0.65, -0.80], [-0.36, -1.03, 0.09], [0.97, 0.01, -1.23], [-0.90, 0.35, 0.42], [1.30, -0.28, -0.27], [-1.80, 0.38, 1.65], [1.59, -0.32, -0.95], [-1.65, 0.55, 1.17], [1.90, 1.61, -0.68], [0.93, 0.52, 1.02], [0.70, 0.54, -1.37], [-0.30, -0.94, 1.31], [-0.15, -0.44, -0.24], [-1.66, -0.93, 0.28], [0.19, 0.68, 0.08], [-0.15, 0.40, -0.24], [0.07, 0.05, 0.09], [-0.10, 0.22, 0.26], [0.15, -0.36, -0.48], [-0.49, -0.96, -0.19], [0.82, 0.31, -0.49], [-0.54, 0.45, 0.00], [0.56, 0.37, -0.15], [-1.09, -0.75, 0.22], [-0.43, -0.21, 0.17], [0.15, 0.58, -0.44], [0.24, 0.31, -0.10], [0.10, 0.05, 0.33], [0.54, -0.57, -0.41], [-1.66, 1.36, 0.37], [0.27, -0.14, -0.04], [0.18, 0.10, 0.16], [0.94, -1.27, 0.72], [1.33, 0.08, -0.23], [0.19, 0.81, -0.25], [0.58, 0.09, -0.66], [0.01, -1.89, 1.43], [-0.31, 0.98, -1.19], [-0.48, 0.67, 0.81], [-1.50, -1.01, -0.72], [0.18, -0.15, 0.23], [-0.74, -0.38, 2.35], [0.83, 0.52, -2.21], [-0.33, -0.15, 0.10], [0.71, 0.58, 1.09], [-0.14, -0.75, 1.24], [0.10, 0.28, -0.35], [0.08, -0.10, 0.35], [-0.11, 0.41, -0.12], [0.38, -0.27, 0.59], [-0.57, 1.18, -0.44], [0.20, -0.61, 0.35], [-2.11, 1.70, 0.00], [2.12, -1.96, -3.05], [-1.37, 1.54, 0.86], [-1.87, -0.38, 0.17], [0.71, -0.06, 0.92], [0.25, -0.11, -0.25], [0.35, 0.76, -0.16], [-0.67, -0.13, 0.14], [0.30, 0.34, -0.06], [-0.78, -0.35, 0.03], [-0.29, 0.06, -0.17], [0.22, -0.37, -1.03], [0.18, 0.45, -0.94], [-0.16, 0.18, 0.18], [0.36, -0.26, -0.67], [-0.26, -0.11, 0.29], [1.03, -0.38, -0.12], [0.15, -0.03, 0.76], [0.98, -0.78, 0.02], [-0.41, 0.39, -0.23], [1.35, -1.51, 0.41], [-0.33, -0.17, -0.73], [-0.61, 1.27, 0.50], [-0.02, 0.11, 0.03]], "mulliken_charge": [-0.5919, -0.3980, 1.2432, 0.4714, -0.7656, -0.6633, -0.7992, -0.8974, 0.3845, 2.1875, -0.8901, -0.3281, -0.7053, -0.6530, -0.6786, 0.2240, 0.4763, -0.4916, -0.6153, -0.6653, -0.6854, -0.1456, 0.6194, 0.4530, 0.4732, 0.5462, 0.4118, 0.4054, 0.4688, 0.4669, 0.5807, 0.3868, 0.4372, 0.4436, 0.4516, 0.3004, -0.2380, 0.7611, -0.2643, -0.2329, 0.3190, -1.1880, -0.2506, -0.2161, -0.0592, -1.1596, 2.6745, 0.4018, 0.1865, -1.1088, 0.3616, -1.2183, -0.8626, 0.6327, -0.2735, -0.2111, -0.2521, 0.4941, -0.1949, -1.5193, 0.2252, -0.9115, -1.0186, 0.6589, -0.2674, -0.2675, -0.2513, 0.3847, 0.3867, 0.5477, 0.5572, 0.4797, 0.4725, 0.4812, 0.7016, 0.5741, 0.4667, 0.6577, 0.6398, -0.2221, 0.1682, 0.2703, -0.1885, -0.5860]}

---

[2]
{"formula": "C40H26FInN6O7S2Se3Te", "method": "the ωB97M-V functional and the def2-TZVPD basis", "homo_energy_ha": -0.083, "orbital_gap_ev": 5.6, "e_tot_ev": -298074.6908, "mol_weight_g_mol": 1265.113, "largest_force_ev_per_a": 4.95, "total_charge": -2, "multiplicity": 1, "species": ["In", "O", "C", "C", "C", "C", "C", "C", "C", "O", "N", "N", "C", "C", "C", "C", "C", "C", "C", "O", "H", "H", "H", "H", "H", "H", "H", "H", "H", "H", "S", "C", "C", "C", "C", "C", "C", "N", "C", "C", "C", "C", "C", "C", "C", "C", "N", "C", "C", "C", "C", "C", "S", "C", "H", "H", "H", "H", "H", "H", "H", "H", "H", "H", "H", "H", "Se", "Se", "Te", "Se", "F", "C", "C", "N", "C", "C", "O", "O", "C", "O", "N", "C", "O", "H", "H", "H", "H"], "coordinates": [[-0.426980, -0.433271, -2.643941], [-3.330507, 3.230975, -2.096829], [-4.052117, 2.798304, -1.044783], [-5.009101, 3.682689, -0.583692], [-5.797430, 3.322212, 0.490292], [-5.666294, 2.058337, 1.067074], [-4.720490, 1.160860, 0.593199], [-3.861427, 1.538988, -0.469693], [-2.815265, 0.615154, -0.915968], [-2.321607, 0.893760, -2.097142], [-2.514639, -0.457904, -0.217002], [-1.652555, -1.258828, -1.028625], [-1.469638, -2.446248, -0.616358], [-0.704256, -3.483715, -1.297225], [-0.514103, -4.575300, -0.465256], [0.193939, -5.636660, -1.033846], [0.608598, -5.618852, -2.335805], [0.488741, -4.558299, -3.127113], [-0.212707, -3.428069, -2.657921], [-0.446495, -2.395532, -3.399627], [-2.885715, 2.385658, -2.479303], [-5.136216, 4.598316, -1.082557], [-6.506124, 3.989539, 0.845904], [-6.305884, 1.793931, 1.867591], [-4.587935, 0.141866, 1.045674], [-2.031669, -2.764661, 0.232285], [-0.884742, -4.692425, 0.569259], [0.416861, -6.425453, -0.324902], [1.162331, -6.439612, -2.699815], [0.813901, -4.548125, -4.191940], [-0.860019, 5.246743, -2.528217], [-1.016105, 6.942953, -2.713542], [-1.080819, 7.570724, -1.476657], [-1.054855, 6.680162, -0.397274], [-0.773755, 5.388320, -0.825095], [-0.564779, 4.183889, -0.056771], [0.236252, 3.099778, -0.540821], [0.389203, 1.966527, 0.098189], [-0.199584, 1.712262, 1.207191], [-1.016119, 2.674947, 1.809161], [-1.731976, 2.433375, 3.066087], [-1.729339, 1.216515, 3.688756], [-0.916077, 0.146409, 2.958042], [-1.025895, -1.149092, 3.412731], [-0.325235, -2.154154, 2.795083], [0.612577, -1.766491, 1.830264], [0.690600, -0.541950, 1.317930], [-0.137610, 0.392725, 1.828670], [-0.366253, -3.574234, 3.314915], [-1.065683, -3.933945, 4.490001], [-0.751572, -5.259681, 4.885504], [0.013714, -5.900110, 3.964152], [0.419370, -4.841624, 2.608066], [-1.133856, 3.877178, 1.151575], [-1.101017, 7.341665, -3.695688], [-1.182618, 8.610581, -1.395564], [-0.937730, 6.986375, 0.657225], [0.745501, 3.192171, -1.445324], [-2.279601, 3.288816, 3.503005], [-2.395965, 0.873556, 4.415578], [-1.550345, -1.382682, 4.385792], [1.385553, -2.495239, 1.457847], [-1.624721, -3.231721, 5.049866], [-1.139934, -5.823058, 5.709381], [0.349234, -6.927904, 3.988509], [-1.878724, 4.568681, 1.633651], [0.133828, 1.032037, -4.655381], [2.064357, -0.615979, -7.588712], [2.384584, -0.336163, -5.250273], [4.139455, 1.275727, -4.734976], [7.979178, -1.475162, -2.150002], [7.027452, -1.297247, -1.179717], [5.750855, -0.847659, -1.519743], [4.836685, -0.520844, -0.567733], [3.528041, 0.037944, -0.868845], [2.417683, -1.012872, -1.161050], [2.589856, -2.176262, -0.770944], [1.463568, -0.454353, -1.778803], [5.103370, -0.664187, 0.787620], [4.428080, -0.304187, 1.731493], [6.375948, -1.180850, 1.073213], [7.414515, -1.541793, 0.172324], [8.466927, -1.893307, 0.668171], [5.442508, -0.691686, -2.544912], [3.624693, 0.614440, -1.795266], [3.305034, 0.650775, 0.029297], [6.691123, -1.058477, 2.050092]], "atomic_forces_ev_per_a": [[-0.23, 0.66, -0.75], [0.42, -1.21, -0.69], [0.66, 0.09, -0.92], [-0.41, -0.99, 1.17], [1.28, -1.23, -0.74], [0.49, 0.02, -0.50], [0.53, -0.29, -0.04], [-0.90, -0.32, 1.78], [0.39, -0.40, -1.47], [0.28, -0.20, 0.47], [0.34, 0.07, -1.15], [-0.20, 0.90, 1.01], [0.08, -0.41, -1.49], [-0.55, 0.97, 0.64], [0.88, -1.55, -1.31], [-0.93, 0.01, 2.69], [1.02, -1.28, 0.80], [-0.95, 2.23, -2.41], [-0.37, 0.17, 1.28], [0.11, 0.07, -0.38], [-0.16, 0.97, 0.75], [-0.02, 1.08, -0.54], [-1.34, 1.16, 0.69], [-0.53, -0.32, 0.73], [-0.14, 1.19, -0.53], [-0.23, -0.12, 0.89], [0.08, 0.56, -1.02], [0.15, -0.50, -0.47], [0.49, -1.04, -0.36], [-0.13, 0.02, 1.00], [0.35, 0.65, 0.02], [-0.09, -0.43, 1.38], [-0.41, -0.94, -1.56], [1.58, -0.75, 0.59], [-0.99, 0.47, 0.09], [0.87, -2.09, 0.08], [-1.04, 0.91, 1.37], [1.64, -0.25, -2.71], [-1.55, -0.50, 2.43], [0.09, -0.49, 1.15], [-0.24, -0.23, 0.78], [2.33, 0.03, -4.37], [-1.90, 1.41, 1.64], [-0.29, -0.82, 1.59], [0.63, -1.34, 0.43], [0.92, -0.22, -1.03], [-0.48, -0.35, 0.56], [0.69, -0.14, -0.32], [-2.18, 2.37, 1.70], [1.88, -0.29, -1.34], [-0.35, -0.06, -0.91], [0.59, 0.32, -1.06], [0.93, -2.12, 1.05], [-2.26, 2.12, 1.12], [0.00, 0.41, -0.40], [-0.15, 1.29, 0.20], [-0.34, -0.24, -0.69], [0.87, 0.12, -1.54], [0.14, -0.54, -0.40], [-0.67, -0.06, 1.40], [0.26, 0.51, -1.43], [-0.90, 0.76, 0.15], [-0.44, 0.37, 0.48], [-0.21, 0.18, 0.52], [-0.02, 0.14, -0.13], [0.88, -0.31, -0.65], [0.30, -0.47, 0.30], [0.07, 0.01, -0.65], [-0.62, 0.30, 0.92], [0.01, -0.07, -0.04], [-0.72, -0.07, 0.54], [-1.38, 0.42, -1.61], [2.04, -0.65, 0.90], [-0.27, -0.48, 1.02], [-0.18, 0.21, -0.47], [1.35, -0.64, 1.48], [-0.64, 1.00, -0.68], [-0.29, -0.17, -0.12], [1.75, -0.10, 0.76], [-0.64, 0.06, -0.66], [0.21, 0.08, -0.42], [-0.82, 0.88, 1.70], [0.52, -0.30, -0.64], [0.07, 0.12, -0.15], [-0.03, 0.31, 0.33], [-0.48, -0.25, -0.88], [-0.51, -0.36, -0.97]], "mulliken_charge": [1.9861, -0.7097, 0.4919, -0.6855, -0.4755, -0.8438, -0.4421, -0.0035, 0.9400, -0.9603, -0.6189, 0.1517, -0.6089, 0.5187, -0.7828, -0.6840, -0.5985, -0.6540, 0.6439, -1.0188, 0.4350, 0.5379, 0.4927, 0.4488, 0.3138, 0.6452, 0.8899, 0.3106, 0.3807, 0.4157, 0.1468, -0.5899, -0.6783, -0.6965, 0.4347, 0.1104, -1.0098, -0.1053, -0.2384, 1.2844, -0.6243, -1.4833, 0.8178, -0.9882, 1.1149, -0.9204, 0.4511, -0.0414, 0.7901, -0.7939, -0.6709, -0.4702, 0.0954, -0.7243, 0.4511, 0.4567, 0.3709, 0.9216, 0.2720, 0.4629, -0.0200, 0.3183, 0.4533, 0.3656, 0.4168, 0.2566, -0.6717, -0.6751, 0.3996, -0.6570, -0.3237, 0.1451, 0.1017, 0.3135, -1.1656, 0.5669, -0.8461, -0.2034, 0.4507, -0.6466, -0.1266, 0.2949, -0.6894, 0.4582, 0.3257, 0.2176, 0.2786]}